Formula: C19H22N4O4Ru
Source: OMol25
Level of theory: ωB97M-V with the def2-TZVPD basis set

```
! RIJCOSX wB97M-V def2-TZVPD def2/J DEFGRID3
* xyz 1 2
Ru -0.272 -0.350 -0.978
O 0.501 -0.311 4.392
C -0.275 0.755 4.211
C -0.646 1.480 5.350
C -1.422 2.613 5.244
C -1.861 3.045 3.995
C -1.531 2.327 2.862
C -0.737 1.178 2.940
C -0.388 0.475 1.717
O -0.935 0.803 0.586
N 0.558 -0.464 1.758
N 0.845 -0.975 0.596
C 1.822 -1.838 0.308
C 1.930 -2.209 -1.037
C 2.974 -3.030 -1.539
C 3.053 -3.289 -2.878
C 2.101 -2.715 -3.745
C 1.111 -1.917 -3.217
N 0.996 -1.674 -1.912
H 0.713 -0.730 3.531
H -0.298 1.121 6.305
H -1.678 3.169 6.132
H -2.461 3.936 3.909
H -1.870 2.646 1.888
H 2.507 -2.172 1.077
H 3.705 -3.407 -0.843
H 3.839 -3.909 -3.280
H 2.155 -2.879 -4.807
H 0.388 -1.434 -3.865
N -3.822 -2.632 -0.044
C -2.724 -2.169 -0.644
O -1.622 -2.237 -0.100
C -2.866 -1.557 -2.025
C -2.080 -0.256 -2.117
H -3.744 -3.046 0.875
H -4.732 -2.595 -0.474
H -3.922 -1.400 -2.265
H -2.469 -2.287 -2.739
H -2.638 0.561 -1.638
H -1.834 0.002 -3.153
C 1.675 3.486 -2.482
C 1.580 2.221 -1.692
C 1.992 2.263 -0.254
O 1.145 1.195 -2.199
H 2.266 4.242 -1.980
H 0.669 3.869 -2.643
H 2.091 3.273 -3.465
H 2.811 2.955 -0.079
H 2.268 1.265 0.088
H 1.132 2.603 0.330
*
```

Summary:
Molecular weight = 471.5 g/mol
E_tot = -1351.85858 hartree

***

Formula: C11H19N2
Source: OMol25
Level of theory: ωB97M-V with the def2-TZVPD basis set

```
! RIJCOSX wB97M-V def2-TZVPD def2/J DEFGRID3
* xyz 1 1
C 2.116 -2.246 0.506
C 1.863 -0.932 0.465
C 0.625 -0.318 1.064
C 0.165 0.684 -0.006
C -1.308 1.123 0.109
C -2.379 0.249 -0.704
C -2.431 -1.213 -0.274
C -3.732 0.889 -0.185
N 2.948 -0.097 0.094
C 3.734 0.674 0.909
C 4.868 1.002 0.266
N 4.760 0.543 -1.021
C 3.570 -0.072 -1.063
H 3.142 -2.484 0.226
H 1.467 -2.992 0.908
H 0.875 0.153 1.991
H -0.130 -1.125 1.174
H 0.252 0.295 -0.997
H 0.871 1.604 0.124
H -1.580 1.151 1.139
H -1.295 2.213 -0.273
H -2.411 0.321 -1.815
H -3.090 -1.770 -0.969
H -2.875 -1.443 0.721
H -1.470 -1.696 -0.335
H -4.441 0.735 -1.070
H -3.659 1.995 -0.134
H -4.029 0.364 0.698
H 3.517 0.874 1.953
H 5.785 1.537 0.727
H 5.442 0.486 -1.713
H 3.254 -0.712 -1.850
*
```

Summary:
Molecular weight = 179.3 g/mol
E_tot = -539.75353 hartree
SMILES = C=C(CCCC(C)C)[n+]1cc[nH]c1